# 1
64
Properties=species:S:1:pos:R:3 method="wB97M-V/def2-TZVPD" spin_multiplicity=4 e_above_lowest_ev=0.000 total_charge=+2 energy_ev=-72301.8981 homo_lumo_gap_ev="7.074 / 6.629" fmax_ev_per_a=2.09
P 0.3422 -2.7318 -0.2246
P -0.0536 2.2157 0.9551
C 1.0989 0.0303 -0.7487
C 1.1131 1.5365 -0.3592
H 0.5818 -0.1801 -1.7415
H 2.0253 -0.5474 -0.8193
H 2.0641 1.7162 0.1391
H 1.0578 2.2555 -1.2372
C -1.6396 3.0137 0.5333
H -1.9488 3.6710 1.3766
H -2.4371 2.2517 0.4206
H -1.5236 3.5908 -0.4046
C 0.9845 3.6223 1.4191
H 0.6888 4.4791 0.8235
H 2.0038 3.4002 1.1365
H 0.9506 3.8494 2.4761
C -0.7759 -4.0261 -0.8102
H -0.9235 -4.8776 -0.1491
H -0.4573 -4.4097 -1.7710
H -1.7269 -3.5161 -0.9931
C 2.0536 -3.3393 -0.4351
H 2.6797 -2.4434 -0.6047
H 2.0912 -3.9413 -1.3423
H 2.4388 -3.9494 0.3927
Mn -0.7413 -0.5567 -0.5752
C 0.3517 0.9767 -3.5738
C -0.9423 0.9886 -3.2259
C -2.0215 0.2701 -4.0235
C -1.6007 -1.1479 -4.3985
C -0.8930 -1.8466 -3.2742
C 0.4437 -1.9547 -3.2010
C 1.4017 -1.3184 -4.1880
C 1.0443 0.1730 -4.5975
C -0.1050 -2.4297 1.5325
H 1.0427 1.6771 -3.1092
H -1.3035 1.6855 -2.4545
H -2.2251 0.8351 -4.9401
H -2.9375 0.2427 -3.4056
H -2.5001 -1.7476 -4.6285
H -0.9451 -1.1546 -5.2920
H -1.6027 -2.3784 -2.6201
H 0.9647 -2.6680 -2.5457
H 1.4512 -1.9651 -5.0826
H 2.4073 -1.3548 -3.7183
H 2.0168 0.6531 -4.8111
H 0.4771 0.1201 -5.5400
H -1.0202 -1.8510 1.6500
H 0.6553 -1.9434 2.1899
H -0.0842 -3.4546 1.8402
C 0.4520 2.4868 5.0016
C -0.2801 1.1944 4.7056
C 0.4722 0.0471 5.4012
C -1.6969 1.2684 5.2626
C -0.3666 0.9178 3.2645
C -0.3547 0.9237 2.0278
H 0.4494 2.6404 6.0831
H -0.0530 3.3421 4.5434
H 1.4949 2.4334 4.6703
H 0.4751 0.2624 6.4847
H -0.0263 -0.9281 5.2380
H 1.5257 0.0066 5.0606
H -2.2202 2.1204 4.8037
H -2.2312 0.3297 5.0638
H -1.6622 1.4340 6.3493

***

# 2
76
Properties=species:S:1:pos:R:3 method="wB97M-V/def2-TZVPD" spin_multiplicity=1 total_charge=0 energy_ev=-78101.1640 homo_lumo_gap_ev=8.029 fmax_ev_per_a=1.52
Sn 0.0587 -0.9426 0.3800
C 2.9805 3.0342 -0.0946
C 1.8682 2.3190 0.6681
C 2.4586 1.5408 1.8412
C 0.8384 3.3278 1.1757
O 1.2153 1.3625 -0.1730
Si 0.6818 1.5551 -1.7268
S -0.6365 -0.1103 -1.8960
O -0.1265 2.9508 -1.7527
C -0.4609 3.8513 -2.7976
C -1.6271 4.6944 -2.2717
C 0.7508 4.7384 -3.0833
C -0.8737 3.1133 -4.0664
O 1.8702 1.6571 -2.8061
C 2.7916 0.7310 -3.3820
C 2.1191 0.0418 -4.5671
C 3.9937 1.5719 -3.8232
C 3.2259 -0.3188 -2.3696
H 3.4828 3.7521 0.5489
H 2.5652 3.5538 -0.9511
H 3.7074 2.3070 -0.4439
H 3.0345 2.2038 2.4804
H 3.1067 0.7495 1.4703
H 1.6590 1.0898 2.4282
H 1.3148 4.0492 1.8349
H 0.0535 2.8062 1.7187
H 0.3955 3.8453 0.3312
H -1.3634 5.1250 -1.3081
H -2.5111 4.0736 -2.1487
H -1.8469 5.4958 -2.9712
H 1.0222 5.2985 -2.1918
H 0.5260 5.4371 -3.8847
H 1.5897 4.1134 -3.3752
H -1.6509 2.3874 -3.8463
H -0.0206 2.5840 -4.4790
H -1.2435 3.8272 -4.7985
H 1.9001 0.7568 -5.3561
H 1.1893 -0.4107 -4.2322
H 2.7712 -0.7335 -4.9596
H 3.6831 2.3302 -4.5398
H 4.7482 0.9375 -4.2825
H 4.4255 2.0691 -2.9556
H 2.3891 -0.9651 -2.1216
H 3.5752 0.1535 -1.4566
H 4.0251 -0.9313 -2.7761
N 2.4826 -3.2272 -0.4312
C 1.7060 -2.3843 -0.2796
C -6.5203 -3.1185 1.1745
C -6.2202 -1.7254 0.6660
S -5.8850 -0.7069 2.1395
O -4.5844 -1.0682 2.6366
O -6.9938 -0.7866 3.0410
C -5.8138 1.0231 1.4936
C -4.9797 1.9206 2.3950
N -3.6120 1.4667 2.4823
C -2.7116 1.4438 1.4725
N -1.5878 0.8610 1.8497
C -1.7525 0.4690 3.1244
C -3.0098 0.8289 3.5496
N -3.5753 0.5644 4.8089
O -2.9105 -0.1135 5.5627
O -4.6609 1.0434 5.0828
C -2.9092 2.0143 0.1242
H -6.7021 -3.8059 0.3521
H -7.3957 -3.0862 1.8184
H -5.6789 -3.4830 1.7598
H -7.0650 -1.2789 0.1482
H -5.3227 -1.6967 0.0538
H -6.8442 1.3638 1.4672
H -5.4085 0.9623 0.4887
H -5.4016 1.9142 3.4039
H -4.9906 2.9476 2.0111
H -0.9838 -0.0346 3.6772
H -3.6430 2.8158 0.1249
H -3.2251 1.2330 -0.5677
H -1.9562 2.3828 -0.2510

***

# 3
65
Properties=species:S:1:pos:R:3 method="wB97M-V/def2-TZVPD" spin_multiplicity=1 e_above_lowest_ev=0.219 total_charge=+1 energy_ev=-30053.0162 homo_lumo_gap_ev=10.123 fmax_ev_per_a=1.27
C 5.5692 0.4471 -0.4095
C 5.1976 1.9285 -0.4045
C 5.7337 2.6097 0.8523
C 3.6888 2.1546 -0.5851
C 2.7960 1.6371 0.5389
O 2.7554 0.1968 0.6083
C 2.0035 -0.4424 -0.2601
O 1.2823 0.0460 -1.0840
C 2.2522 -1.9611 -0.1008
N 1.0736 -2.8609 -0.1473
C 0.2391 -2.5941 -1.3358
C 1.5824 -4.2471 -0.2423
C 0.2630 -2.7723 1.1044
C -0.3812 -1.4218 1.4160
O -1.4366 -1.1943 0.5295
C -2.2049 -0.0295 0.8277
C -1.5564 1.2811 0.3312
C -2.6271 1.8636 -0.6004
C -2.6165 1.0046 -1.8703
C -3.2420 -0.3202 -1.3938
C -3.5619 -0.0617 0.0898
C -4.5521 -1.0397 0.6892
C -3.9424 1.4432 0.0858
C -5.1955 1.7719 -0.7252
C -4.1496 2.0677 1.4662
H 5.1770 -0.0539 0.4726
H 6.6503 0.3374 -0.4077
H 5.1805 -0.0451 -1.2997
H 5.6760 2.3969 -1.2715
H 5.4210 3.6502 0.8903
H 5.3892 2.1071 1.7530
H 6.8200 2.5821 0.8527
H 3.3636 1.7020 -1.5245
H 3.5046 3.2275 -0.6582
H 3.1613 1.9478 1.5168
H 1.7755 2.0018 0.3890
H 2.7878 -2.1098 0.8391
H 2.9212 -2.2288 -0.9251
H -0.5554 -3.3345 -1.3954
H 0.8483 -2.6432 -2.2358
H -0.2129 -1.6071 -1.2656
H 2.2455 -4.4719 0.5916
H 0.7528 -4.9517 -0.2279
H 2.1309 -4.3824 -1.1729
H 0.9056 -3.0541 1.9407
H -0.5487 -3.4980 1.0175
H 0.3541 -0.6053 1.3894
H -0.7591 -1.4789 2.4508
H -2.3681 -0.0160 1.9135
H -1.3190 1.9551 1.1538
H -0.6398 1.0731 -0.2209
H -2.5079 2.9290 -0.7860
H -3.2029 1.4678 -2.6614
H -1.6027 0.8711 -2.2473
H -4.1510 -0.5631 -1.9409
H -2.5631 -1.1636 -1.4974
H -4.7476 -0.8016 1.7321
H -4.1571 -2.0521 0.6335
H -5.4914 -1.0067 0.1443
H -6.0811 1.4442 -0.1860
H -5.2068 1.3094 -1.7044
H -5.2650 2.8490 -0.8602
H -3.3108 1.9268 2.1388
H -4.3107 3.1376 1.3541
H -5.0349 1.6453 1.9355

***

# 4
64
Properties=species:S:1:pos:R:3 method="wB97M-V/def2-TZVPD" spin_multiplicity=5 e_above_lowest_ev=0.000 total_charge=+2 energy_ev=-44460.5994 homo_lumo_gap_ev="7.309 / 5.655" fmax_ev_per_a=5.17
P -2.9986 0.9790 -0.2655
P 2.8851 0.2227 0.6619
C 0.0780 -0.2077 1.4320
C 1.5396 -0.1605 1.8766
H -0.5919 -0.0881 2.3011
H -0.1409 0.5781 0.6979
H 1.6869 0.5835 2.6883
H 1.8385 -1.1266 2.3308
C 2.6996 -1.1721 -0.5065
H 3.6155 -1.2461 -1.1102
H 1.8544 -0.9596 -1.1808
H 2.5071 -2.1143 0.0318
C 4.4930 0.2959 1.4412
H 4.7912 -0.7417 1.6609
H 4.4311 0.8616 2.3832
H 5.2662 0.7524 0.8077
C -4.2124 1.3579 -1.5737
H -3.7518 2.1019 -2.2375
H -5.0928 1.8056 -1.0924
H -4.4804 0.4686 -2.1562
C -3.6862 1.8461 1.1831
H -3.1713 1.5602 2.1091
H -4.7634 1.6323 1.2534
H -3.5328 2.9230 1.0278
Pd -0.6813 -1.9512 0.4166
C -1.5041 -3.1417 1.7736
C -0.9736 -3.9057 0.6875
C -1.8254 -4.3787 -0.4611
C -2.7616 -3.2564 -0.9830
C -2.2912 -1.8054 -0.7221
C -3.2399 -0.9529 0.0834
C -3.4162 -1.3542 1.5603
C -2.9537 -2.7726 1.9893
C -0.1866 1.8061 -1.5073
H -0.8437 -3.0186 2.6395
H -0.0015 -4.3918 0.8579
H -2.4259 -5.2514 -0.1472
H -1.1835 -4.7610 -1.2718
H -2.8978 -3.3549 -2.0734
H -3.7430 -3.4418 -0.5304
H -2.0025 -1.3170 -1.6626
H -4.2619 -0.9699 -0.3486
H -4.4944 -1.2763 1.7630
H -2.9263 -0.6089 2.1950
H -3.1385 -2.8222 3.0760
H -3.6160 -3.5358 1.5545
H -0.3020 2.7443 -2.0875
H -1.0383 1.8079 -0.7692
H -0.4216 0.9516 -2.1750
C 4.4752 1.7447 -1.7180
C 3.3744 2.5515 -1.0157
C 3.9868 3.4315 0.0737
C 2.6379 3.3967 -2.0609
C 2.2873 1.5973 -0.4091
C 1.0590 1.6058 -0.8291
H 5.1801 2.4419 -2.1889
H 4.0516 1.1202 -2.5122
H 5.0546 1.1022 -1.0455
H 4.6135 4.2025 -0.3852
H 3.1899 3.9274 0.6318
H 4.6009 2.8809 0.7902
H 2.1416 2.7388 -2.7840
H 1.8793 4.0165 -1.5681
H 3.3346 4.0488 -2.6004